Record 1
# C3H5ClFN

The molecule C3H5ClFN at a distorted geometry (the ωB97M-V functional and the def2-TZVPD basis, the Open Molecules 2025 dataset).

The SMILES is F[C@@H](Cl)[C@H]1CN1. Its total charge is 0. Its HOMO energy is -9.886 eV. Its gap between HOMO and LUMO is 10.899 eV. For the energy, the calculation gives -19920.2935 eV. For the strongest force on any atom, the calculation gives 0.0668 Eh/bohr. The spin multiplicity is 1.

Cartesian coordinates (Å):
F1 -1.47798 1.64688 -0.19559
C1 -1.18709 0.43240 0.35140
Cl1 -2.58491 -0.71742 -0.01895
C2 -0.04075 0.03688 -0.38237
C3 1.35711 0.12140 0.15726
N1 0.60929 -1.13456 -0.01208
H1 -1.02434 0.31739 1.41159
H2 -0.26954 0.32618 -1.35296
H3 2.21520 0.38075 -0.46143
H4 1.40404 0.44749 1.20793
H5 0.99897 -1.85740 -0.70481

Mulliken atomic charge list, values in e, 4 entries: -0.227 0.035 -0.211 -0.211

---

Record 2
# C2H8N2O2

A cluster of 2 separate species, C2H8N2O2 in total at a distorted geometry (the ωB97M-V functional and the def2-TZVPD basis, the Open Molecules 2025 dataset).

The SMILES is NCNC=O.O. Its total charge is 0. Its HOMO energy is -9.691 eV. Its gap between HOMO and LUMO is 10.389 eV. For the energy, the calculation gives -9278.6791 eV. For the strongest force on any atom, the calculation gives 0.0476 Eh/bohr. The spin multiplicity is 1.

Cartesian coordinates (Å):
N1 -0.21341 -0.86489 0.77850
C1 0.55808 0.04822 -0.03981
N2 1.98422 -0.21289 -0.02225
C2 2.92234 0.70990 0.32774
O1 2.75410 1.90430 0.35432
H1 0.02219 -1.80340 0.45470
H2 0.05386 -0.97412 1.75216
H3 0.15541 -0.00611 -1.04852
H4 0.42667 1.06218 0.32894
H5 2.35798 -1.14406 -0.11243
H6 3.95722 0.33751 0.21934
O2 -5.14167 0.41032 -0.63847
H7 -4.23812 0.49954 -0.95807
H8 -5.59887 0.03349 -1.39616

Mulliken atomic charge list, values in e, 4 entries: -0.602 -0.353 -0.163 0.043

---

Record 3
# C3H10N2

The molecule C3H10N2 at a distorted geometry (the ωB97M-V functional and the def2-TZVPD basis, the Open Molecules 2025 dataset).

The SMILES is C[C@@H](N)CN. Its total charge is 0. Its HOMO energy is -9.119 eV. Its gap between HOMO and LUMO is 10.291 eV. For the energy, the calculation gives -6253.2483 eV. For the strongest force on any atom, the calculation gives 0.0287 Eh/bohr. The spin multiplicity is 1.

Cartesian coordinates (Å):
C1 -1.03721 0.53127 1.29485
C2 -0.51143 0.05898 -0.04953
N1 -0.17586 1.21643 -0.93636
C3 0.76194 -0.76320 0.03983
N2 1.10325 -1.32563 -1.26004
H1 -1.47717 -0.30909 1.82468
H2 -1.83247 1.24529 1.13390
H3 -0.24604 0.87239 1.95859
H4 -1.24575 -0.49367 -0.63855
H5 -1.03113 1.57502 -1.33991
H6 0.16657 1.95223 -0.32784
H7 1.56093 -0.15611 0.49473
H8 0.64489 -1.58321 0.76184
H9 1.66636 -2.15684 -1.16154
H10 1.65312 -0.66387 -1.79466

Mulliken atomic charge list, values in e, 4 entries: -1.472 0.407 -0.676 -0.673

---

Record 4
# C2H4N4O3S

A cluster of 2 separate species, C2H4N4O3S in total at a distorted geometry (the ωB97M-V functional and the def2-TZVPD basis, the Open Molecules 2025 dataset).

The SMILES is O=c1cn[nH][nH]1.N=S(=O)=O. Its total charge is 0. Its HOMO energy is -8.776 eV. Its gap between HOMO and LUMO is 8.325 eV. For the energy, the calculation gives -25073.8197 eV. For the strongest force on any atom, the calculation gives 0.0261 Eh/bohr. The spin multiplicity is 1.

Cartesian coordinates (Å):
O1 1.20324 -1.14417 0.91647
C1 0.36035 -1.33663 0.06484
C2 0.34405 -2.11962 -1.15928
N1 -0.80583 -2.02251 -1.75659
N2 -1.60356 -1.29945 -1.00640
N3 -0.91042 -0.80184 0.07596
H1 1.14613 -2.71203 -1.54498
H2 -2.38607 -0.80146 -1.40137
H3 -1.29134 -0.16214 0.75787
N4 0.79219 2.48898 -0.09427
S1 0.62888 2.32593 1.39573
O2 1.46741 2.95575 2.36350
O3 -0.55104 1.62638 1.78163
H4 1.60602 3.00281 -0.39310

Mulliken atomic charge list, values in e, 4 entries: -0.655 0.597 -0.414 -0.519

---

Record 5
# C3H9NOS

A cluster of 2 separate species, C3H9NOS in total at a distorted geometry (the ωB97M-V functional and the def2-TZVPD basis, the Open Molecules 2025 dataset).

Its total charge is 0. Its HOMO energy (alpha / beta) is -8.931 / -8.426 eV. Its gap between HOMO and LUMO (alpha / beta) is 7.910 / 8.335 eV. For the energy, the calculation gives -17624.6592 eV. For the strongest force on any atom, the calculation gives 0.0800 Eh/bohr. The spin multiplicity is 1.

Cartesian coordinates (Å):
C1 2.08286 0.37655 0.37693
C2 -2.71821 -0.87655 0.13304
C3 0.84921 -0.43945 0.55764
N1 -0.13038 0.92699 -1.76509
O1 -0.31631 1.88412 0.58709
S1 -0.38457 0.69421 -0.27870
H1 2.05633 1.28002 1.02610
H2 3.09797 -0.20178 0.42920
H3 2.23091 0.59587 -0.60742
H4 -2.51651 -1.21556 1.10540
H5 -3.16890 0.05291 -0.05255
H6 -2.27958 -1.32650 -0.71682
H7 0.50490 -0.52512 1.57764
H8 0.91638 -1.38581 0.13938
H9 -0.22412 0.16009 -2.51184

Mulliken atomic charge list, values in e, 4 entries: -1.166 -0.988 -0.384 -0.578

---

Record 6
# C3H11NO2

A cluster of 4 separate species, C3H11NO2 in total at a distorted geometry (the ωB97M-V functional and the def2-TZVPD basis, the Open Molecules 2025 dataset).

Its total charge is 0. Its HOMO energy is -8.911 eV. Its gap between HOMO and LUMO is 9.802 eV. For the energy, the calculation gives -8870.1656 eV. For the strongest force on any atom, the calculation gives 0.0676 Eh/bohr. The spin multiplicity is 1.

Cartesian coordinates (Å):
C1 1.78173 0.44384 -0.35614
C2 2.45510 -0.88487 -0.12169
O1 1.19451 1.03400 0.56260
H1 -0.48827 0.35174 0.72269
H2 2.32814 1.07346 -1.08418
H3 -0.38719 -0.23155 -1.07045
H4 1.96655 -1.43627 0.67981
H5 3.49986 -0.72511 0.15250
H6 2.41039 -1.47423 -1.04018
C3 -2.37368 0.91343 0.10347
N1 -1.28959 -0.04720 0.20292
O2 -1.69272 -1.25490 0.82178
H7 -1.87140 -1.05905 1.75649
H8 0.37989 -0.18926 -1.53708
H9 -1.97681 1.79580 -0.39658
H10 -3.18229 0.48027 -0.48503
H11 -2.75421 1.20991 1.08907

Mulliken atomic charge list, values in e, 4 entries: 0.076 -0.923 -0.635 0.285

---

Repeat the fifth record exactly.
# C3H9NOS

A cluster of 2 separate species, C3H9NOS in total at a distorted geometry (the ωB97M-V functional and the def2-TZVPD basis, the Open Molecules 2025 dataset).

Its total charge is 0. Its HOMO energy (alpha / beta) is -8.931 / -8.426 eV. Its gap between HOMO and LUMO (alpha / beta) is 7.910 / 8.335 eV. For the energy, the calculation gives -17624.6592 eV. For the strongest force on any atom, the calculation gives 0.0800 Eh/bohr. The spin multiplicity is 1.

Cartesian coordinates (Å):
C1 2.08286 0.37655 0.37693
C2 -2.71821 -0.87655 0.13304
C3 0.84921 -0.43945 0.55764
N1 -0.13038 0.92699 -1.76509
O1 -0.31631 1.88412 0.58709
S1 -0.38457 0.69421 -0.27870
H1 2.05633 1.28002 1.02610
H2 3.09797 -0.20178 0.42920
H3 2.23091 0.59587 -0.60742
H4 -2.51651 -1.21556 1.10540
H5 -3.16890 0.05291 -0.05255
H6 -2.27958 -1.32650 -0.71682
H7 0.50490 -0.52512 1.57764
H8 0.91638 -1.38581 0.13938
H9 -0.22412 0.16009 -2.51184

Mulliken atomic charge list, values in e, 4 entries: -1.166 -0.988 -0.384 -0.578